1.
{"formula": "C6H10N", "method": "ωB97M-V with the def2-TZVPD basis set", "homo_energy_ev": [-12.161, -14.658], "total_energy_ev": -7859.56153, "gap_ev": [6.134, 8.722], "charge": 1, "e_above_lowest_kj_mol": 654.8, "lumo_energy_ev": [-6.026, -5.935], "symbols": ["C", "C", "C", "C", "C", "C", "N", "H", "H", "H", "H", "H", "H", "H", "H", "H", "H"], "positions_angstrom": [[-1.840, -0.348, -0.335], [1.713, -0.045, 0.222], [-3.327, -0.362, -0.251], [-2.557, 0.699, 0.508], [2.129, 1.191, -0.295], [2.502, -1.213, 0.322], [-0.787, -0.841, -0.629], [-3.701, 0.098, -1.211], [-3.751, -1.191, 0.389], [-2.508, 0.595, 1.560], [-2.641, 1.614, -0.010], [1.727, 1.886, 0.369], [1.602, 1.319, -1.299], [3.141, 1.229, -0.396], [3.488, -1.065, -0.344], [2.851, -1.426, 1.222], [1.959, -2.141, 0.178]], "forces_ev_per_angstrom": [[0.01, 0.11, 0.96], [-0.43, -1.29, -0.09], [-0.29, 0.22, -0.19], [-0.57, -1.14, -1.16], [-3.00, -0.69, -1.50], [0.71, 0.67, -5.28], [1.20, -0.10, -0.15], [-0.40, -1.33, 1.24], [0.16, 0.93, -1.48], [0.32, 0.25, 0.82], [0.28, 1.25, 0.19], [-0.68, 1.96, 0.89], [0.45, -0.04, 1.03], [3.04, 0.34, -0.46], [-2.11, -0.67, 1.12], [1.65, -0.29, 4.82], [-0.37, -0.17, -0.76]]}

2.
{"formula": "C22H17BrMnNO4S5", "method": "ωB97M-V with the def2-TZVPD basis set", "homo_energy_ev": [-6.800, -6.926], "multiplicity": 5, "total_energy_ev": -188308.79648, "gap_ev": [5.829, 6.949], "e_above_lowest_kj_mol": 35.8, "lumo_energy_ev": [-0.971, 0.022], "symbols": ["Mn", "O", "C", "S", "C", "C", "S", "S", "S", "O", "S", "C", "C", "C", "C", "C", "C", "C", "C", "C", "C", "C", "C", "H", "H", "H", "H", "H", "H", "H", "H", "H", "H", "Br", "C", "C", "C", "C", "N", "C", "H", "H", "H", "H", "C", "O", "C", "O", "H", "H", "H"], "positions_angstrom": [[0.470, -0.795, -1.297], [-0.255, 4.442, -5.453], [-0.128, 3.518, -4.688], [-1.310, 2.207, -4.513], [-0.347, 1.204, -3.446], [0.851, 1.652, -3.105], [2.010, 0.805, -2.077], [1.348, 3.202, -3.759], [-1.028, -0.356, -2.963], [-0.379, 0.887, -0.044], [-1.523, 1.435, 0.759], [-0.893, 2.963, 1.391], [-1.799, 3.907, 1.853], [-1.313, 5.106, 2.364], [0.058, 5.341, 2.391], [0.946, 4.389, 1.897], [0.473, 3.188, 1.388], [-1.578, 0.469, 2.258], [-0.399, 0.000, 2.824], [-0.472, -0.785, 3.965], [-1.711, -1.093, 4.528], [-2.880, -0.626, 3.945], [-2.816, 0.158, 2.795], [-2.869, 3.714, 1.807], [-2.004, 5.859, 2.726], [0.436, 6.279, 2.782], [2.011, 4.586, 1.899], [1.142, 2.452, 0.953], [0.557, 0.228, 2.363], [0.441, -1.151, 4.422], [-1.762, -1.707, 5.421], [-3.843, -0.879, 4.373], [-3.723, 0.515, 2.317], [-0.161, -6.186, -3.772], [0.939, -4.658, -3.675], [1.959, -4.457, -4.584], [2.733, -3.318, -4.450], [2.459, -2.429, -3.424], [1.469, -2.632, -2.554], [0.719, -3.727, -2.681], [2.137, -5.171, -5.377], [3.540, -3.110, -5.141], [3.027, -1.517, -3.297], [-0.085, -3.858, -1.969], [0.551, -3.240, 2.181], [1.318, -2.265, 1.420], [0.805, -1.858, 0.300], [-0.273, -2.281, -0.166], [1.051, -3.302, 3.141], [0.579, -4.200, 1.673], [-0.475, -2.907, 2.299]], "forces_ev_per_angstrom": [[0.35, 0.91, -0.92], [-0.12, -0.14, 0.55], [0.25, -0.08, -0.78], [-0.11, 0.08, 0.09], [-0.86, -0.56, -0.15], [0.90, 0.24, 0.36], [-0.19, -0.18, 0.06], [-0.03, 0.08, 0.16], [-0.09, 0.26, -0.36], [0.01, -0.20, 0.24], [-0.13, -0.26, -0.54], [-0.09, 0.20, 0.24], [0.04, 0.11, 0.09], [-0.02, -0.06, -0.04], [0.02, -0.08, -0.04], [-0.07, 0.09, 0.06], [0.12, 0.11, -0.05], [0.08, -0.02, 0.11], [0.02, -0.02, 0.08], [-0.10, 0.12, 0.10], [0.08, 0.05, -0.07], [0.03, 0.02, -0.06], [-0.08, -0.04, 0.09], [0.17, 0.03, 0.01], [0.07, -0.07, -0.03], [-0.03, -0.08, -0.03], [-0.05, 0.00, -0.01], [-0.07, 0.02, 0.03], [-0.11, 0.03, 0.05], [-0.08, 0.03, -0.03], [0.01, 0.05, -0.06], [0.06, 0.03, -0.02], [0.08, -0.04, 0.03], [-0.02, -0.03, -0.02], [-0.02, -0.08, -0.01], [0.08, -0.04, -0.13], [0.13, 0.05, -0.06], [-0.05, -0.05, 0.03], [-0.18, 0.00, -0.04], [0.01, 0.13, 0.16], [0.01, 0.02, 0.01], [-0.06, -0.03, 0.05], [-0.03, 0.03, 0.00], [0.00, 0.01, 0.01], [0.14, -0.05, -0.17], [0.01, -0.11, 0.19], [-0.21, -0.36, 0.40], [0.12, -0.09, 0.49], [0.00, -0.04, 0.02], [0.01, -0.05, -0.05], [-0.02, 0.03, -0.04]]}

3.
{"formula": "C19H21FIrN3Si", "method": "ωB97M-V with the def2-TZVPD basis set", "homo_energy_ev": [-14.845, -14.844], "total_energy_ev": -37933.28572, "gap_ev": [6.519, 6.508], "charge": 2, "lumo_energy_ev": [-8.326, -8.337], "symbols": ["Ir", "C", "Si", "C", "C", "N", "C", "C", "C", "C", "C", "C", "F", "H", "H", "H", "H", "H", "H", "H", "H", "H", "H", "H", "H", "H", "C", "C", "C", "C", "N", "C", "C", "C", "C", "C", "C", "N", "H", "H", "H", "H", "H", "H", "H", "H"], "positions_angstrom": [[0.121, 0.144, 0.045], [-1.660, -2.141, 1.121], [-1.522, -2.105, -0.746], [-1.891, -3.686, -1.606], [-2.524, -0.625, -1.305], [0.160, -1.414, -0.918], [1.362, -1.774, -1.566], [1.539, -2.920, -2.334], [2.772, -3.166, -2.921], [3.834, -2.285, -2.754], [3.682, -1.131, -1.989], [2.452, -0.937, -1.435], [2.209, 0.208, -0.643], [-2.679, -2.385, 1.435], [-1.450, -1.151, 1.569], [-0.976, -2.857, 1.580], [-2.932, -3.948, -1.400], [-1.267, -4.507, -1.250], [-1.780, -3.603, -2.689], [-3.591, -0.782, -1.123], [-2.383, -0.397, -2.363], [-2.267, 0.288, -0.734], [0.715, -3.609, -2.466], [2.905, -4.058, -3.516], [4.788, -2.491, -3.218], [4.487, -0.425, -1.839], [0.894, 0.617, 4.289], [0.429, 1.893, 4.563], [-0.031, 2.688, 3.524], [-0.030, 2.180, 2.240], [0.401, 0.928, 1.986], [0.860, 0.165, 2.984], [-0.453, 2.912, 1.042], [-0.914, 4.214, 1.025], [-1.249, 4.795, -0.189], [-1.100, 4.064, -1.357], [-0.642, 2.764, -1.271], [-0.335, 2.201, -0.098], [1.278, -0.025, 5.069], [0.426, 2.269, 5.577], [-0.383, 3.690, 3.721], [1.215, -0.821, 2.713], [-1.012, 4.776, 1.943], [-1.622, 5.809, -0.221], [-1.333, 4.489, -2.323], [-0.503, 2.150, -2.152]], "forces_ev_per_angstrom": [[0.62, 0.31, -0.08], [0.03, -0.09, -0.04], [-0.27, 0.25, 0.28], [0.19, -0.05, -0.10], [0.05, -0.05, -0.07], [0.04, 0.01, -0.01], [0.01, -0.17, -0.10], [-0.05, -0.01, 0.01], [0.01, 0.02, 0.00], [-0.05, -0.03, 0.00], [0.08, 0.02, -0.02], [-0.05, -0.07, -0.02], [-0.28, 0.08, 0.15], [0.00, 0.00, -0.01], [-0.02, -0.04, -0.03], [-0.01, 0.00, 0.01], [-0.01, 0.02, 0.01], [-0.02, 0.00, 0.00], [-0.02, 0.00, 0.01], [0.00, 0.00, 0.01], [-0.01, 0.01, 0.01], [-0.02, -0.03, 0.00], [0.04, -0.01, -0.02], [0.01, 0.00, 0.00], [0.00, 0.00, 0.00], [-0.01, 0.00, 0.00], [0.02, 0.01, -0.01], [-0.01, -0.01, 0.01], [0.03, 0.00, 0.03], [0.05, -0.04, 0.17], [-0.23, -0.07, -0.05], [0.10, -0.04, -0.01], [-0.05, 0.14, -0.12], [0.01, 0.03, -0.03], [-0.02, 0.00, -0.01], [0.02, 0.00, 0.01], [0.08, 0.00, -0.07], [-0.18, -0.13, 0.08], [-0.01, -0.01, -0.01], [0.02, 0.01, 0.00], [0.00, 0.00, -0.01], [-0.05, -0.01, 0.01], [0.01, -0.01, 0.01], [0.02, 0.01, 0.00], [-0.01, -0.01, 0.00], [-0.05, -0.01, 0.01]]}